{
  "formula": "C55H70NP3SiY",
  "method": "wB97M-V/def2-TZVPD",
  "elements": ["Y", "C", "Si", "C", "C", "C", "C", "C", "C", "P", "C", "C", "C", "C", "C", "C", "C", "C", "C", "C", "C", "C", "C", "C", "C", "C", "C", "C", "P", "C", "C", "C", "C", "C", "C", "C", "C", "C", "C", "C", "C", "H", "H", "H", "H", "H", "H", "H", "H", "H", "H", "H", "H", "H", "H", "H", "H", "H", "H", "H", "H", "H", "H", "H", "H", "H", "H", "H", "H", "H", "H", "H", "H", "H", "H", "H", "H", "H", "H", "H", "H", "H", "H", "H", "H", "H", "H", "H", "H", "H", "H", "H", "H", "H", "H", "H", "N", "P", "C", "C", "C", "C", "C", "C", "C", "C", "C", "C", "C", "C", "C", "C", "C", "C", "C", "C", "H", "H", "H", "H", "H", "H", "H", "H", "H", "H", "H", "H", "H", "H", "H"],
  "coordinates": [[0.1690, 0.9734, -0.7490], [-1.3254, 4.4007, 1.6049], [-0.7688, 2.5903, 1.4378], [-2.3368, 1.6341, 2.0590], [-2.7703, 1.8890, 3.3656], [-3.9477, 1.3649, 3.8719], [-4.7546, 0.5784, 3.0601], [-4.3538, 0.3007, 1.7661], [-3.1428, 0.7916, 1.2634], [-2.6244, 0.3652, -0.4352], [-3.5642, 1.4461, -1.5898], [-5.0885, 1.4960, -1.3322], [-5.4746, 2.7817, -0.6070], [-5.1884, 4.0052, -1.4865], [-3.8905, 3.8362, -2.3001], [-2.9540, 2.8553, -1.6041], [-3.1718, -1.3311, -0.9621], [-3.4681, -2.3679, 0.1449], [-3.0923, -3.7909, -0.2832], [-3.4562, -4.0077, -1.7465], [-2.5674, -3.1347, -2.6435], [-2.0989, -1.8648, -1.9215], [0.6464, 2.4642, 2.7531], [0.8955, 3.5346, 3.6157], [2.0825, 3.6544, 4.3280], [3.0800, 2.7060, 4.1773], [2.8567, 1.6054, 3.3602], [1.6500, 1.4653, 2.6804], [1.2415, -0.0431, 1.7396], [2.7639, -1.0604, 1.5419], [2.4838, -2.2304, 0.5767], [3.6823, -3.1719, 0.5293], [3.9426, -3.8375, 1.8957], [3.2811, -3.0619, 3.0353], [3.4610, -1.5608, 2.8388], [0.0237, -0.8354, 2.8838], [0.4615, -0.9985, 4.3456], [-0.7469, -1.3502, 5.2120], [-1.4230, -2.6229, 4.7122], [-1.8226, -2.4840, 3.2468], [-0.6217, -2.1219, 2.3723], [-1.7772, 4.6342, 2.5729], [-2.0641, 4.6486, 0.8394], [-0.4743, 5.0702, 1.4574], [-2.1632, 2.5246, 4.0036], [-4.2477, 1.5827, 4.8896], [-5.6905, 0.1826, 3.4332], [-4.9953, -0.3082, 1.1456], [-3.3850, 0.9921, -2.5725], [-5.4207, 0.6220, -0.7674], [-5.6160, 1.4484, -2.2892], [-4.9150, 2.8451, 0.3306], [-6.5287, 2.7573, -0.3278], [-5.1240, 4.8969, -0.8605], [-6.0250, 4.1686, -2.1688], [-3.3984, 4.7999, -2.4389], [-4.1151, 3.4584, -3.3027], [-2.7750, 3.1933, -0.5806], [-1.9696, 2.8380, -2.0931], [-4.0832, -1.1714, -1.5478], [-4.5338, -2.3452, 0.3786], [-2.9554, -2.1106, 1.0702], [-3.6025, -4.5065, 0.3631], [-2.0194, -3.9609, -0.1407], [-4.5093, -3.7427, -1.8854], [-3.3671, -5.0566, -2.0303], [-3.0999, -2.8701, -3.5597], [-1.6854, -3.7002, -2.9541], [-1.8103, -1.1054, -2.6547], [-1.1822, -2.0621, -1.3557], [0.1584, 4.3223, 3.7148], [2.2348, 4.5053, 4.9803], [4.0220, 2.8107, 4.7003], [3.6329, 0.8585, 3.2629], [3.4492, -0.3826, 1.0197], [2.2446, -1.8400, -0.4099], [1.5979, -2.7890, 0.8929], [4.5600, -2.5993, 0.2145], [3.5236, -3.9307, -0.2394], [5.0185, -3.8861, 2.0803], [3.5881, -4.8699, 1.8945], [3.7007, -3.3694, 3.9951], [2.2140, -3.2958, 3.0889], [4.5320, -1.3445, 2.7650], [3.1082, -1.0191, 3.7137], [-0.7620, -0.0696, 2.8780], [0.9385, -0.0862, 4.7099], [1.1958, -1.8043, 4.4255], [-1.4627, -0.5204, 5.1793], [-0.4383, -1.4595, 6.2535], [-2.2991, -2.8573, 5.3197], [-0.7320, -3.4667, 4.8223], [-2.5769, -1.6928, 3.1587], [-2.2836, -3.4066, 2.8834], [-0.9273, -2.0114, 1.3249], [0.0989, -2.9448, 2.3971], [1.0792, -0.4170, -2.0049], [2.2419, -0.0325, -2.9682], [3.7891, 0.2823, -2.0673], [3.7973, 1.3496, -1.1642], [4.8728, 1.5691, -0.3221], [5.9684, 0.7122, -0.3766], [5.9749, -0.3469, -1.2694], [4.8887, -0.5641, -2.1121], [1.8573, 1.6095, -3.6935], [0.5149, 1.9996, -3.7340], [0.1530, 3.2782, -4.1454], [1.1330, 4.1808, -4.5297], [2.4688, 3.7991, -4.5106], [2.8283, 2.5261, -4.0925], [2.6339, -1.1914, -4.2821], [3.5623, -0.9059, -5.2827], [3.8269, -1.8426, -6.2673], [3.1644, -3.0657, -6.2554], [2.2389, -3.3511, -5.2634], [1.9698, -2.4131, -4.2753], [2.9700, 2.0586, -1.1362], [4.8600, 2.4022, 0.3690], [6.8164, 0.8773, 0.2753], [6.8268, -1.0131, -1.3138], [4.9007, -1.4043, -2.7961], [-0.2584, 1.2663, -3.5069], [-0.8922, 3.5598, -4.1793], [0.8586, 5.1773, -4.8491], [3.2351, 4.5008, -4.8128], [3.8768, 2.2554, -4.0522], [4.0816, 0.0458, -5.2960], [4.5467, -1.6223, -7.0443], [3.3721, -3.7967, -7.0259], [1.7250, -4.3035, -5.2594], [1.2467, -2.6160, -3.4937]],
  "forces_ev_per_angstrom": [[-0.2, -0.3, -0.1], [0.0, 0.0, -0.1], [0.0, 0.4, 0.4], [0.0, 0.0, -0.1], [0.0, 0.0, 0.0], [0.0, 0.0, 0.0], [0.0, 0.0, 0.0], [0.0, -0.1, 0.0], [-0.1, 0.1, 0.0], [0.3, -0.1, 0.1], [-0.1, 0.1, -0.1], [0.0, 0.0, 0.0], [0.0, 0.0, 0.0], [0.0, 0.0, 0.0], [0.0, 0.0, 0.0], [0.0, 0.0, 0.0], [-0.2, 0.0, 0.0], [0.0, 0.1, 0.1], [0.0, 0.0, 0.0], [0.0, 0.0, 0.0], [0.0, 0.0, 0.0], [0.1, 0.0, 0.0], [0.1, -0.1, 0.0], [0.0, 0.0, 0.0], [0.0, 0.0, 0.0], [0.0, 0.0, 0.0], [0.0, 0.1, 0.0], [-0.1, 0.0, 0.0], [0.0, 0.0, -0.1], [0.1, -0.1, 0.1], [-0.1, 0.0, 0.0], [0.0, 0.0, 0.0], [0.0, 0.0, 0.0], [0.0, 0.0, 0.0], [-0.1, 0.0, 0.0], [0.0, 0.0, 0.1], [0.0, 0.0, 0.0], [0.0, 0.0, 0.0], [0.0, 0.0, 0.0], [0.0, 0.0, 0.0], [0.0, 0.0, -0.1], [0.0, 0.0, 0.0], [0.0, 0.0, 0.0], [0.0, 0.0, 0.0], [0.0, 0.0, 0.0], [0.0, 0.0, 0.0], [0.0, 0.0, 0.0], [0.0, -0.1, 0.0], [0.0, 0.0, 0.0], [0.0, 0.0, 0.0], [0.0, 0.0, 0.0], [0.0, 0.0, 0.0], [0.0, 0.0, 0.0], [0.0, 0.0, 0.0], [0.0, 0.0, 0.0], [0.0, 0.0, 0.0], [0.0, 0.0, 0.0], [0.0, 0.0, 0.0], [0.0, 0.0, 0.0], [0.0, 0.0, 0.0], [0.0, 0.0, 0.0], [0.0, 0.0, -0.1], [0.0, 0.0, 0.0], [0.0, 0.0, 0.0], [0.0, 0.0, 0.0], [0.0, 0.0, 0.0], [0.0, 0.0, 0.0], [0.0, 0.0, 0.0], [0.0, 0.0, 0.0], [0.0, 0.0, 0.0], [0.0, 0.0, 0.0], [0.0, 0.0, 0.0], [0.0, 0.0, 0.0], [0.0, 0.1, 0.0], [0.0, 0.0, 0.0], [0.0, 0.0, -0.1], [0.0, 0.0, 0.0], [0.0, 0.0, 0.0], [0.0, 0.0, 0.0], [0.0, 0.0, 0.0], [0.0, 0.0, 0.0], [0.0, 0.0, 0.0], [0.0, 0.0, 0.0], [0.0, 0.0, 0.0], [0.0, -0.1, 0.0], [0.0, 0.0, 0.0], [0.0, 0.0, 0.0], [0.0, 0.0, 0.0], [0.0, 0.0, 0.0], [0.0, 0.0, 0.0], [0.0, 0.0, 0.0], [0.0, 0.0, 0.0], [0.0, 0.0, 0.0], [0.0, 0.0, 0.0], [0.0, 0.0, 0.0], [0.0, 0.0, 0.0], [0.3, -0.2, -0.3], [-0.2, 0.2, 0.3], [0.1, 0.1, 0.0], [0.0, 0.0, 0.0], [0.0, 0.0, 0.0], [0.0, 0.0, 0.0], [0.0, 0.0, 0.0], [0.0, 0.0, 0.0], [0.1, 0.0, -0.1], [0.0, 0.0, 0.0], [0.0, 0.0, 0.0], [0.0, 0.0, 0.0], [0.0, 0.0, 0.0], [0.0, 0.0, 0.0], [0.0, 0.0, -0.1], [0.0, 0.0, 0.0], [0.0, 0.0, 0.0], [0.0, 0.0, 0.0], [0.0, 0.0, 0.0], [0.0, 0.0, 0.0], [0.0, 0.0, 0.0], [0.0, 0.0, 0.0], [0.0, 0.0, 0.0], [0.0, 0.0, 0.0], [0.0, 0.0, 0.0], [0.0, 0.0, 0.0], [0.0, 0.0, 0.0], [0.0, 0.0, 0.0], [0.0, 0.0, 0.0], [0.0, 0.0, 0.0], [0.0, 0.0, 0.0], [0.0, 0.0, 0.0], [0.0, 0.0, 0.0], [0.0, 0.0, 0.0], [0.0, 0.0, 0.0]],
  "lowdin_charge": [1.088, -0.244, 0.551, -0.321, -0.102, -0.064, -0.065, -0.109, -0.370, 1.024, -0.430, -0.185, -0.190, -0.179, -0.182, -0.243, -0.416, -0.198, -0.195, -0.192, -0.180, -0.254, -0.310, -0.102, -0.070, -0.072, -0.096, -0.393, 1.030, -0.408, -0.223, -0.178, -0.181, -0.202, -0.193, -0.413, -0.180, -0.182, -0.188, -0.195, -0.202, 0.027, 0.006, 0.028, 0.105, 0.111, 0.111, 0.092, 0.114, 0.089, 0.123, 0.105, 0.117, 0.111, 0.111, 0.111, 0.115, 0.065, 0.074, 0.114, 0.113, 0.056, 0.115, 0.113, 0.115, 0.111, 0.112, 0.108, 0.085, 0.085, 0.089, 0.108, 0.107, 0.086, 0.085, 0.059, 0.096, 0.099, 0.111, 0.110, 0.109, 0.118, 0.091, 0.122, 0.078, 0.079, 0.112, 0.101, 0.111, 0.115, 0.113, 0.119, 0.104, 0.114, 0.086, 0.103, -0.415, 0.732, -0.290, -0.120, -0.076, -0.068, -0.068, -0.066, -0.288, -0.144, -0.074, -0.060, -0.053, -0.077, -0.304, -0.082, -0.068, -0.068, -0.069, -0.077, 0.095, 0.113, 0.111, 0.113, 0.111, 0.080, 0.104, 0.113, 0.114, 0.111, 0.106, 0.109, 0.109, 0.108, 0.091],
  "charge": 1,
  "relative_energy_kcal_mol": 16.4,
  "homo_energy_ev": -9.36,
  "e_lumo_ha": -0.0853
}